Entry 1:
Below is 16 unconnected molecules or ions with the total composition C24H76F3O21, with properties calculated with ωB97M-V/def2-TZVPD.

The geometry in XYZ format:
```
124
Properties=species:S:1:pos:R:3:forces:R:3:mulliken_charge:R:1
F -1.19581 5.84398 3.49788 -0.3596 0.0831 1.2848 -0.2839
F 0.22709 7.22465 2.72604 2.5271 0.9565 1.2511 -0.2899
F -1.41583 6.78149 1.64600 -1.8276 0.3987 -0.8487 -0.3103
O -2.12264 9.43020 2.72861 1.6684 -3.3436 1.3792 -0.8826
O -3.23949 -2.74847 5.38114 0.1185 -0.5818 0.1279 -0.5088
O 1.90703 11.61500 0.21033 0.2483 0.1829 -0.2737 -0.6602
O 3.34849 7.00029 15.38779 -0.3082 -1.1881 -0.8606 -0.3089
O -6.79328 10.85080 -2.53451 -0.1972 -0.1179 -0.1144 -0.6464
O 1.36987 11.94362 14.88021 -0.0250 0.2071 -0.1865 -0.6370
O -8.12841 13.97377 5.73055 0.8554 -0.1405 1.1456 -0.2986
O -8.34398 13.94370 8.40709 1.2244 0.0495 -1.1128 -0.2498
O 1.76852 7.49004 -6.91844 0.7606 -0.4049 -1.1601 -0.4972
O -7.43737 6.31573 12.41134 1.6617 -0.2974 0.6792 -0.3201
O 4.87254 8.46823 17.16708 0.2549 -0.0629 1.0760 -0.2779
O -7.88475 5.37238 9.75630 -0.2359 -0.3221 -0.5091 -0.2903
O 7.60558 4.04460 4.65826 0.4038 -0.0053 0.4182 -0.5026
O -0.77015 14.33857 4.55303 -0.0419 0.3150 -0.0733 -0.6602
O -2.90826 15.74955 -0.52364 0.0709 0.2355 -0.0325 -0.6389
O -6.40933 2.57012 -4.09680 0.6683 0.7605 0.6613 -0.3663
O -1.26307 8.74450 4.73607 0.3348 -0.4159 1.4715 -0.1767
O 6.98841 10.71184 8.55428 -0.5216 0.4283 0.4599 -0.4679
O 2.76056 14.19711 8.12659 0.0014 0.1490 -0.1755 -0.6355
O -7.95353 2.20997 -1.72125 0.3121 1.7611 0.1254 -0.2981
O -0.15122 15.54048 11.90461 0.0426 0.0531 -0.2155 -0.6323
C -6.83174 3.18848 -1.72390 -0.7194 -1.8560 -0.6953 -0.4023
C 5.63266 9.27694 18.09836 -0.3469 -0.2892 -1.6184 -0.7268
C -8.48093 6.79582 11.63940 0.2826 -0.6018 -2.6415 -0.5594
C 2.78627 5.78862 14.80275 -0.6568 0.6466 0.7628 -0.7352
C 7.59485 9.55756 8.08350 1.9399 -0.8677 -1.0361 -0.5914
C -3.65735 -1.40043 5.26184 -0.3584 -0.5721 0.0100 -0.4421
C -5.13789 1.94957 -3.81684 -0.5901 0.3968 0.3388 -0.7033
C -7.00054 13.80517 7.92608 -1.4674 -0.6033 -1.6465 -0.5459
C -8.58734 2.07893 -0.44153 1.3392 -0.1596 -0.7126 -0.7098
C -8.43205 14.39041 9.69339 0.0124 -0.0215 1.3417 -0.7566
C -7.22873 13.17432 6.53924 -0.3460 0.7806 -0.0076 -0.5027
C -6.62287 3.65464 -3.15950 -0.4383 -0.3883 0.0186 -0.6077
C -1.85134 8.28351 3.54051 -2.0602 3.1371 -2.4883 -0.0277
C 6.29991 4.37534 4.23351 -0.2063 0.2326 -0.2722 -0.4619
C 5.44525 8.15640 15.91250 -0.2871 0.9904 0.1789 -0.5707
C 4.75311 6.92996 15.32097 0.4474 0.5245 0.4386 -0.4340
C -7.64785 5.09548 8.38242 0.0128 -0.9884 -0.1704 -0.8076
C -1.08551 7.81896 5.79675 1.2517 -1.1058 -0.0901 -0.0535
C -8.15069 6.72107 10.08613 -0.1111 0.0355 1.0013 -0.4314
C -6.24205 7.13698 12.52466 -1.5988 0.4739 0.8219 -0.7025
C -0.46307 8.47570 6.99391 -0.1154 2.2767 -0.0337 -1.3201
C -1.05881 7.06740 2.91387 -0.2530 -0.0618 -1.7933 0.7287
C 0.96153 7.29771 -5.80626 -0.4787 0.2178 0.8606 -0.4673
C -8.18735 13.54962 4.39302 -0.1047 0.1584 0.1682 -0.7271
H -6.69978 11.73487 -2.88936 0.0062 0.1972 -0.1013 0.3118
H -9.02420 7.07595 9.53920 -0.1223 0.2208 -0.1328 0.3708
H 8.08424 3.83880 3.85196 0.1891 -0.0824 0.2677 0.3182
H 1.75667 5.98992 14.50692 0.1525 0.4123 -0.2403 0.2597
H -8.84542 7.78770 11.90665 0.2062 0.3068 0.0867 0.3898
H 5.61736 3.53914 4.38515 -0.0097 -0.1922 -0.4712 0.2021
H 2.30449 11.15187 0.94773 0.0117 -0.1274 0.2038 0.3175
H -1.13284 9.23881 7.39038 -0.3073 -0.0617 0.3193 0.3013
H -7.88954 15.31372 9.89657 -0.1550 0.5159 -0.2736 0.3082
H 3.18638 13.34631 8.23183 0.1071 -0.2543 -0.0434 0.3199
H -7.96858 13.67776 10.37560 -0.1032 -0.3798 0.3773 0.2953
H 7.69136 11.36371 8.50419 -0.3677 0.3554 0.1458 0.3061
H 0.15863 14.83479 12.47225 0.0996 -0.2659 0.1243 0.3224
H 0.96802 11.45482 0.30433 -0.3114 -0.1012 0.1034 0.3423
H -4.74683 -1.41289 5.29316 -0.0168 0.0718 -0.1880 0.1844
H -7.31416 13.89219 3.83779 0.1964 -0.1686 -0.1438 0.2796
H 6.65374 8.90844 18.19681 -0.0078 -0.3779 0.3831 0.2964
H -3.32069 -1.04637 4.28747 -0.0711 0.7051 0.2710 0.2502
H 2.65777 4.99418 15.53791 0.5223 -0.0396 0.3601 0.2904
H 2.51637 14.45486 9.01551 -0.1277 0.1083 0.2194 0.3155
H -7.75833 1.93148 0.25064 -0.2963 -0.2651 0.6419 0.3188
H -0.30914 7.10554 5.52035 -0.1100 -0.5590 -0.4613 0.2267
H 1.20807 8.10409 -5.11556 -0.6567 -0.0183 0.4704 0.2377
H -7.50951 4.02336 8.24268 0.8595 -0.2228 0.8667 0.2869
H -8.28309 12.46523 4.33776 0.0355 -0.1588 -0.1930 0.3179
H 2.66823 7.32529 -6.62693 0.1279 0.0830 -0.2391 0.2995
H 7.65943 9.52235 6.99599 -0.7272 -0.1167 -0.3416 0.2804
H -1.07353 13.47106 4.28542 -0.0876 -0.3434 -0.1505 0.3460
H 1.11214 6.34383 -5.30076 0.1817 -0.1897 -0.0062 0.2306
H -6.40678 13.10007 8.50776 -0.0635 -0.1381 0.3313 0.3537
H 5.84971 5.19531 4.79303 0.4747 0.1772 0.2061 0.2041
H -5.24999 1.22599 -3.00941 0.0137 -0.2142 -0.0295 0.2284
H -6.11770 10.79061 -1.85910 0.1994 -0.0977 0.2297 0.3345
H -6.26071 13.05848 6.05178 0.0423 -0.1843 -0.2341 0.4179
H 0.34096 9.09831 6.60149 0.4295 -0.1551 0.0850 0.3110
H -0.44032 14.21352 5.44286 0.1300 -0.0358 0.2062 0.3128
H 5.04806 6.84031 14.27547 0.3091 -0.1171 -0.1416 0.3766
H 7.24421 8.59326 8.45129 -0.6126 0.4402 0.2398 0.2448
H -3.57131 15.65384 -1.20733 -0.1407 -0.0028 -0.1660 0.3098
H -5.68996 7.35686 11.61090 -0.2670 -0.2695 -0.1675 0.2530
H -6.78515 5.61029 7.95953 -0.0208 0.2301 0.1245 0.3110
H 5.06904 9.31704 19.03047 0.2221 -0.2316 -0.0963 0.2240
H -7.49187 4.25596 -3.42657 -0.2417 -0.5103 -0.5301 0.3400
H -9.21794 1.19243 -0.50903 0.0038 0.1337 0.1650 0.2248
H -3.33790 -0.83461 6.13700 0.3303 0.4025 -0.3157 0.2108
H -5.56896 6.76425 13.29674 -0.1525 -0.8099 -0.3547 0.2776
H -0.08129 7.30952 -6.12327 0.0616 0.3162 0.0790 0.1966
H -8.47826 5.10295 7.67641 -0.7553 1.4299 0.2792 0.3110
H -2.84391 7.86546 3.70830 -0.2977 -0.7473 0.7255 0.1352
H -5.96249 2.60936 -1.41225 0.1755 0.1845 0.3510 0.3025
H -9.49421 14.48314 9.91997 0.1118 0.1803 0.2098 0.2334
H 6.52478 8.01605 15.96738 0.2405 -0.6560 0.2926 0.3630
H -7.71403 12.21501 6.71901 0.1474 -0.2826 -0.1877 0.2914
H -1.94022 7.22215 6.11517 -0.6321 0.1938 -0.4606 0.2867
H -7.28389 7.33201 9.83411 0.0828 0.2478 -0.0797 0.3239
H -6.96374 4.04235 -1.05939 -0.3228 -0.0362 0.0580 0.4061
H 3.33049 5.37352 13.95446 0.2571 0.3822 -0.0663 0.3072
H -9.15402 2.95234 -0.11885 -0.1314 0.1476 -0.2325 0.2689
H 5.74757 10.28916 17.71065 -0.1968 0.2788 -0.0631 0.3059
H -6.42435 14.72525 7.82826 -0.3682 0.4467 0.2398 0.3486
H -9.07189 14.01359 3.95665 -0.0047 -0.0631 -0.0226 0.2350
H -0.57478 16.15888 12.49993 -0.1171 0.1776 0.0988 0.3090
H -4.43946 2.70984 -3.46715 0.2399 0.0593 -0.0808 0.3434
H 5.12782 6.07761 15.88772 -0.0709 -0.3839 -0.0055 0.2919
H -0.08085 7.89127 7.83083 -0.2169 -0.4931 -0.3792 0.3561
H -2.36528 -2.82819 4.99253 -0.0024 -0.0209 0.0945 0.3055
H -6.59696 8.05203 12.99881 0.1488 0.6405 -0.3865 0.3101
H -4.70500 1.45714 -4.68761 -0.4402 0.1123 -0.1534 0.2435
H -5.80298 4.37179 -3.19923 0.4356 -0.1154 0.0797 0.4112
H 5.39630 9.04124 15.27787 -0.5521 0.1419 -0.4086 0.3384
H -9.31091 6.09234 11.70531 0.0163 -0.0687 0.5757 0.2771
H 6.41361 4.70173 3.19976 -0.8575 -0.1230 -0.1451 0.2400
H 8.66112 9.59077 8.30729 0.2784 -0.2350 0.5349 0.2281
H -2.92616 14.91590 -0.05360 0.0795 -0.2320 0.2082 0.3291
H 1.58335 11.01896 15.00528 0.0823 -0.2945 -0.0246 0.3254
H 1.17081 12.26506 15.75958 -0.0485 0.0876 0.2098 0.3132
```
Positions in Å, forces in eV/Å.

Output
total energy	-2839.27705	hartree
charge	-1
orbital gap	5.3	eV
LUMO level	0.058	hartree
F_max	0.0876	Eh/bohr

***

Entry 2:
Below is a molecular structure, C10H10N2, with properties calculated with ωB97M-V/def2-TZVPD.

The geometry in XYZ format:
```
22
Properties=species:S:1:pos:R:3:forces:R:3:mulliken_charge:R:1
N 1.01651 0.86252 -0.18763 -0.4252 -0.2336 -0.3242 -0.4768
N -1.22259 2.31076 0.08030 -1.2367 8.3997 2.1466 -0.6008
C 2.14177 0.16395 -0.13005 -0.4732 1.5577 1.5774 0.7503
C -2.79003 -0.83865 0.13436 -1.8703 -3.7527 0.9373 -0.3647
C -1.38745 1.02362 -0.26793 0.0473 -0.4749 2.7360 0.5096
C 3.44906 0.88096 0.23648 3.7596 2.7282 -1.1772 -0.9383
C -1.74497 -1.67396 0.10148 3.8453 -0.1011 -0.7024 -0.7581
C -0.20245 0.20412 -0.22866 1.9136 0.2063 -0.6945 0.3334
C -0.31232 -1.19841 -0.11748 -2.7276 -0.2035 0.7524 0.4259
C 0.90873 -1.90477 0.01424 1.5716 -2.2435 0.2044 -0.3708
C 2.12707 -1.21377 -0.05510 1.1191 -2.0481 0.9066 -0.5199
C -2.63060 0.46996 0.01165 1.5941 3.3104 -2.0229 -0.7052
H -3.36060 1.20782 -0.06738 -1.7211 0.7404 0.5026 0.4042
H 4.45677 0.07014 0.75946 -3.6121 2.7634 -1.5494 0.2604
H 4.00838 1.33454 -0.89634 -1.6392 -1.4453 3.4928 0.2156
H -3.75075 -1.36811 0.39045 0.7722 1.1240 -0.5156 0.2815
H -2.26708 3.28420 0.78261 2.8126 -3.9324 -2.4553 0.2833
H -1.99757 -2.68462 0.20412 0.3738 -1.5282 0.1542 0.3668
H -0.49623 3.12007 0.04545 -1.2669 -3.4231 -0.6485 0.2908
H 1.00106 -3.07119 0.24026 -0.6684 2.7101 -0.6259 0.2430
H 3.29533 2.03615 0.91052 0.3982 -4.1163 -1.9849 0.2599
H 3.20038 -1.62033 0.18818 -2.5667 -0.0376 -0.7096 0.1100
```
Positions in Å, forces in eV/Å.

Output
energy above the lowest of the compared OMol25 structures with the same formula, charge and spin	7.777	eV
total energy	-496.31128	hartree
charge	0
orbital gap	7.0	eV
LUMO level	-0.009	hartree
F_max	0.1703	Eh/bohr

***

- What is the charge in the first record?
  -1

***

- Which formula does entry 2 have?
  C10H10N2

***

- Among the records above, which one has the highest orbital gap?
  C10H10N2

***

Please write out number 2 again, unchanged.
Below is a molecular structure, C10H10N2, with properties calculated with ωB97M-V/def2-TZVPD.

The geometry in XYZ format:
```
22
Properties=species:S:1:pos:R:3:forces:R:3:mulliken_charge:R:1
N 1.01651 0.86252 -0.18763 -0.4252 -0.2336 -0.3242 -0.4768
N -1.22259 2.31076 0.08030 -1.2367 8.3997 2.1466 -0.6008
C 2.14177 0.16395 -0.13005 -0.4732 1.5577 1.5774 0.7503
C -2.79003 -0.83865 0.13436 -1.8703 -3.7527 0.9373 -0.3647
C -1.38745 1.02362 -0.26793 0.0473 -0.4749 2.7360 0.5096
C 3.44906 0.88096 0.23648 3.7596 2.7282 -1.1772 -0.9383
C -1.74497 -1.67396 0.10148 3.8453 -0.1011 -0.7024 -0.7581
C -0.20245 0.20412 -0.22866 1.9136 0.2063 -0.6945 0.3334
C -0.31232 -1.19841 -0.11748 -2.7276 -0.2035 0.7524 0.4259
C 0.90873 -1.90477 0.01424 1.5716 -2.2435 0.2044 -0.3708
C 2.12707 -1.21377 -0.05510 1.1191 -2.0481 0.9066 -0.5199
C -2.63060 0.46996 0.01165 1.5941 3.3104 -2.0229 -0.7052
H -3.36060 1.20782 -0.06738 -1.7211 0.7404 0.5026 0.4042
H 4.45677 0.07014 0.75946 -3.6121 2.7634 -1.5494 0.2604
H 4.00838 1.33454 -0.89634 -1.6392 -1.4453 3.4928 0.2156
H -3.75075 -1.36811 0.39045 0.7722 1.1240 -0.5156 0.2815
H -2.26708 3.28420 0.78261 2.8126 -3.9324 -2.4553 0.2833
H -1.99757 -2.68462 0.20412 0.3738 -1.5282 0.1542 0.3668
H -0.49623 3.12007 0.04545 -1.2669 -3.4231 -0.6485 0.2908
H 1.00106 -3.07119 0.24026 -0.6684 2.7101 -0.6259 0.2430
H 3.29533 2.03615 0.91052 0.3982 -4.1163 -1.9849 0.2599
H 3.20038 -1.62033 0.18818 -2.5667 -0.0376 -0.7096 0.1100
```
Positions in Å, forces in eV/Å.

Output
energy above the lowest of the compared OMol25 structures with the same formula, charge and spin	7.777	eV
total energy	-496.31128	hartree
charge	0
orbital gap	7.0	eV
LUMO level	-0.009	hartree
F_max	0.1703	Eh/bohr